18
Properties=species:S:1:pos:R:3 method="wB97M-V/def2-TZVPD" e_homo_ev="-8.11 / -6.97" relative_energy_kcal_mol=118.1 charge=0 energy_ha=-520.38495 max_force_ha_per_bohr=0.0763 homo_lumo_gap_ev="8.112 / 7.556"
C -0.01771 -2.19880 -0.50307
C 1.08690 -1.61258 0.35582
C 1.90309 -0.50509 -0.26070
N -0.36512 2.40109 1.32915
N -2.41197 1.40308 -0.57169
Si -0.70576 1.88973 -0.34598
H -0.60213 -1.37374 -0.84080
H 0.11029 -2.62532 -1.42832
H -0.75701 -2.76323 -0.08143
H 0.65662 -1.24228 1.19237
H 1.82952 -2.45028 0.58437
H 2.33169 -0.85802 -1.16754
H 2.41337 0.17506 0.39858
H 0.01453 1.62344 2.01813
H 0.13768 3.18331 1.71774
H -2.58850 1.07853 -1.49280
H -2.64312 0.71401 0.15482
H -0.39237 3.16111 -1.05866